C3H6N4 | ωB97M-V/def2-TZVPD

Kohn-Sham gap (alpha / beta) in eV: 7.91 / 6.91
LUMO (alpha / beta) in eV: -13.731 / -13.955
Energy relative to the best compared isomer or geometry (same formula, charge and spin) in kcal/mol: 120.2
Molecular weight in g/mol: 98.109
E_HOMO (alpha / beta) in Ha: -0.7953 / -0.7667

Geometry as ORCA input:
```
! RIJCOSX wB97M-V def2-TZVPD def2/J DEFGRID3
* xyz 2 1
C 2.184 -0.831 0.253
C 0.496 0.497 -0.035
C -1.971 0.151 -0.052
N 2.590 0.421 -0.109
N 1.623 1.184 -0.240
N 0.847 -0.860 0.155
N -0.915 1.066 -0.094
H 2.844 -1.688 0.475
H -2.913 0.666 0.155
H -1.692 -0.733 0.476
H -2.214 -0.263 -1.114
H 0.291 -1.657 0.502
H -1.169 2.049 -0.373
*
```


C3H8Si | ωB97M-V/def2-TZVPD

Kohn-Sham gap in eV: 7.88
LUMO in eV: -0.529
Energy relative to the best compared isomer or geometry (same formula, charge and spin) in kcal/mol: 56.0
Molecular weight in g/mol: 72.183
E_HOMO in Ha: -0.3089

Geometry as ORCA input:
```
! RIJCOSX wB97M-V def2-TZVPD def2/J DEFGRID3
* xyz 0 1
C -1.529 1.402 0.522
C -2.416 0.906 -0.278
C 2.487 -1.075 -0.389
Si 1.225 -1.344 0.981
H -0.863 0.839 1.043
H -1.742 2.354 0.851
H -2.275 -0.121 -0.516
H 3.483 -0.858 0.041
H 2.619 -2.150 -0.702
H 2.186 -0.397 -1.092
H -3.181 1.541 -0.560
H 0.005 -1.097 0.099
*
```


C11H14N4O5S3SbV | ωB97M-V/def2-TZVPD

Kohn-Sham gap (alpha / beta) in eV: 5.32 / 5.46
LUMO (alpha / beta) in eV: 4.430 / 4.427
Energy relative to the best compared isomer or geometry (same formula, charge and spin) in kcal/mol: 25.7
Molecular weight in g/mol: 551.161
E_HOMO (alpha / beta) in Ha: -0.0327 / -0.0378

Geometry as ORCA input:
```
! RIJCOSX wB97M-V def2-TZVPD def2/J DEFGRID3
* xyz -2 3
V -0.132 -0.010 0.004
N 1.467 0.530 1.467
C 0.837 1.032 2.696
C -0.342 1.916 2.290
O -0.642 2.885 3.000
N -0.874 1.536 1.130
C -1.560 2.497 0.293
C -0.782 2.583 -1.039
O -1.040 3.496 -1.816
O 0.089 1.646 -1.208
H 2.160 -0.193 1.610
H 1.911 1.284 0.951
H 1.507 1.626 3.321
H 0.483 0.184 3.286
H -1.625 3.485 0.749
H -2.572 2.163 0.045
S -0.313 -4.023 -2.586
Sb -0.089 -1.740 -2.702
S 1.638 -1.229 -1.005
S -1.927 -0.898 -1.233
O -6.603 -1.167 1.631
C -5.983 -2.406 1.319
N -4.561 -2.390 1.479
C -3.939 -2.814 2.619
O -4.520 -3.314 3.567
C -2.455 -2.668 2.545
C -1.609 -3.641 3.057
C -0.262 -3.569 2.753
C 0.190 -2.533 1.943
N -0.611 -1.568 1.506
C -1.907 -1.644 1.797
H -6.158 -0.479 1.124
H -6.205 -2.695 0.290
H -6.401 -3.131 2.012
H -3.985 -2.141 0.682
H -2.023 -4.453 3.642
H 0.427 -4.333 3.086
H 1.213 -2.488 1.585
H -2.512 -0.841 1.401
*
```